[1]
DFT (the ωB97M-V functional and the def2-TZVPD basis) results for a 9-piece molecular cluster, C23H27F7N2O25 overall.

Properties
Highest occupied orbital energy (spin up / spin down), eV: -13.02 / -13.02
LUMO energy (spin up / spin down), eV: -6.00 / -9.77
HOMO-LUMO gap (spin up / spin down), hartree: 0.2579 / 0.1192
<S²>: 0.757

ORCA input file:
```
! RIJCOSX wB97M-V def2-TZVPD def2/J DEFGRID3
* xyz 1 2
C 0.501 -1.317 1.194
N -0.304 -0.599 0.167
O 0.028 0.499 -0.153
O -1.438 -1.075 -0.054
H 0.229 -2.346 1.433
H 0.493 -0.716 2.103
H 1.463 -1.406 0.688
C -2.228 0.517 3.037
N -2.485 -0.848 3.284
O -2.151 -1.249 4.295
O -3.121 -1.543 2.443
H -1.312 0.905 3.484
H -3.036 1.203 3.291
H -2.106 0.639 1.961
C -2.802 0.106 -2.968
C -3.937 -0.214 -1.970
O -4.111 -1.612 -2.124
C -3.411 -2.040 -3.192
O -3.413 -3.284 -3.406
O -2.893 -1.048 -3.777
F -5.100 0.384 -2.240
H -1.839 0.377 -2.535
H -3.090 0.963 -3.577
H -3.712 0.044 -0.936
C 2.779 2.556 6.529
C 1.311 2.966 6.416
O 0.827 2.061 5.430
C 1.648 1.033 5.317
O 1.378 0.128 4.603
O 2.724 1.171 6.082
F 1.267 4.179 5.975
H 3.030 2.536 7.589
H 3.533 3.139 6.000
H 0.814 2.949 7.386
C 0.749 -4.493 -4.642
C 1.980 -5.208 -4.088
O 1.980 -4.713 -2.796
C 1.074 -3.716 -2.626
O 0.992 -2.915 -1.700
O 0.280 -3.687 -3.658
F 3.130 -4.835 -4.793
H 0.007 -5.215 -4.983
H 0.925 -3.969 -5.581
H 1.914 -6.294 -4.138
C -0.731 3.964 -1.554
C -2.061 4.664 -1.592
O -2.051 5.445 -0.375
C -0.832 5.385 0.237
O -0.588 5.947 1.345
O -0.032 4.682 -0.617
F -2.964 3.635 -1.662
H -0.340 3.957 -2.571
H -0.845 2.960 -1.144
H -1.986 5.350 -2.436
C 2.258 0.073 -2.717
C 3.257 0.687 -3.669
O 2.686 1.920 -3.968
C 1.385 1.883 -3.701
O 0.545 2.716 -4.125
O 1.115 0.696 -3.155
F 3.373 -0.121 -4.738
H 2.380 0.433 -1.695
H 2.392 -0.980 -2.965
H 4.256 0.697 -3.233
C -1.961 -4.540 -0.880
C -3.184 -4.864 -0.088
O -2.838 -4.657 1.316
C -1.487 -4.451 1.378
O -0.835 -4.340 2.378
O -0.943 -4.511 0.095
F -3.564 -6.136 -0.264
H -2.004 -3.523 -1.267
H -1.692 -5.153 -1.741
H -3.959 -4.118 -0.266
C 3.489 2.221 1.611
C 3.430 3.437 2.579
O 2.122 3.700 2.827
C 1.357 2.829 2.084
O 0.162 2.654 2.211
O 2.112 2.111 1.264
F 3.935 4.453 1.835
H 3.736 1.375 2.252
H 4.244 2.297 0.828
H 4.098 3.210 3.410
*
```

=====

[2]
DFT (the ωB97M-V functional and the def2-TZVPD basis) results for C23H27N2O5Se3TeZr as an isolated structure.

Properties
Highest occupied orbital energy, eV: -9.24
LUMO energy, eV: -4.07
HOMO-LUMO gap, hartree: 0.1900

ORCA input file:
```
! RIJCOSX wB97M-V def2-TZVPD def2/J DEFGRID3
* xyz 1 1
Zr -1.515 -0.294 -0.683
C -2.508 -3.705 1.560
O -1.616 -2.596 1.384
C -0.773 -2.321 2.412
C -0.516 -3.239 3.429
C 0.337 -2.917 4.466
C 0.936 -1.670 4.509
C 0.689 -0.757 3.502
C -0.147 -1.070 2.427
N -0.371 -0.104 1.357
N 0.398 0.889 1.508
C 0.410 2.047 0.796
C -0.666 2.492 0.022
O -1.651 1.671 -0.246
C -0.708 3.824 -0.456
C 0.348 4.648 -0.225
C 1.499 4.225 0.503
C 2.590 5.097 0.703
C 3.687 4.686 1.411
C 3.724 3.385 1.938
C 2.677 2.516 1.755
C 1.537 2.921 1.038
H -3.010 -3.637 2.526
H -3.242 -3.636 0.766
H -1.973 -4.652 1.487
H -0.992 -4.207 3.413
H 0.519 -3.641 5.250
H 1.585 -1.399 5.330
H 1.136 0.220 3.553
H -1.585 4.146 -1.001
H 0.331 5.665 -0.601
H 2.542 6.097 0.289
H 4.523 5.355 1.566
H 4.594 3.062 2.496
H 2.727 1.514 2.158
C -1.663 -3.497 -1.490
O -0.779 -2.366 -1.252
C 0.567 -2.654 -1.653
C 1.421 -1.665 -0.910
O 0.852 -0.354 -1.081
C 1.379 0.445 -2.167
C 0.379 0.426 -3.283
O -0.878 0.764 -2.677
C -1.653 1.688 -3.475
H -1.355 -4.304 -0.828
H -2.671 -3.167 -1.269
H -1.596 -3.761 -2.543
H 0.817 -3.675 -1.360
H 0.625 -2.569 -2.739
H 1.395 -1.866 0.160
H 2.456 -1.672 -1.247
H 1.497 1.450 -1.764
H 2.351 0.058 -2.466
H 0.632 1.166 -4.042
H 0.279 -0.545 -3.765
H -1.013 2.525 -3.753
H -2.029 1.163 -4.353
H -2.466 2.047 -2.856
Se -3.813 -0.854 0.343
Se -4.037 0.138 -1.758
Te -4.250 -1.699 -3.609
Se -1.968 -1.834 -4.506
*
```

=====

[3]
DFT (the ωB97M-V functional and the def2-TZVPD basis) results for one molecule with the formula C23H27N3O2.

Properties
Highest occupied orbital energy, eV: -8.51
LUMO energy, eV: 0.68
HOMO-LUMO gap, hartree: 0.3377
SMILES: Cc1cccc(NC(=O)C2CCN(C(=O)[C@@H]3Cc4ccccc4CN3)CC2)c1

ORCA input file:
```
! RIJCOSX wB97M-V def2-TZVPD def2/J DEFGRID3
* xyz 0 1
C 5.496 2.779 0.977
C 5.121 1.435 0.428
C 3.819 0.971 0.505
C 3.469 -0.278 -0.005
C 4.440 -1.074 -0.601
C 5.741 -0.610 -0.677
C 6.084 0.629 -0.171
H 7.103 0.980 -0.237
H 6.496 -1.229 -1.140
H 4.174 -2.039 -0.996
N 2.128 -0.667 0.111
C 1.523 -1.810 -0.308
O 2.075 -2.724 -0.878
C 0.038 -1.839 0.043
C -0.763 -2.567 -1.039
H -0.254 -3.501 -1.280
C -2.191 -2.846 -0.521
N -2.468 -2.043 0.646
C -3.161 -0.885 0.714
O -3.203 -0.236 1.748
C -3.989 -0.419 -0.500
N -4.944 0.589 -0.056
H -5.052 0.471 0.949
C -4.556 1.979 -0.310
C -3.072 2.206 -0.284
C -2.445 3.241 0.387
C -1.067 3.371 0.320
C -0.316 2.474 -0.420
C -0.937 1.426 -1.080
C -2.313 1.287 -1.007
C -3.082 0.152 -1.606
H -3.727 0.514 -2.411
H -2.419 -0.605 -2.016
H -0.351 0.730 -1.666
H 0.757 2.589 -0.486
H -0.578 4.179 0.844
H -3.030 3.945 0.959
H -5.066 2.617 0.412
H -4.928 2.244 -1.311
H -4.567 -1.272 -0.884
C -1.649 -2.423 1.785
C -0.175 -2.575 1.370
H 0.087 -3.625 1.232
H 0.474 -2.168 2.147
H -1.767 -1.635 2.531
H -2.032 -3.360 2.202
H -2.936 -2.668 -1.295
H -2.274 -3.894 -0.212
H -0.781 -1.963 -1.947
H -0.334 -0.815 0.152
H 1.542 0.017 0.571
H 3.059 1.585 0.970
H 5.907 3.408 0.188
H 6.259 2.672 1.747
H 4.634 3.281 1.408
*
```

=====

[4]
DFT (the ωB97M-V functional and the def2-TZVPD basis) results for C23H27N3O5S as an isolated structure.

Properties
Highest occupied orbital energy, eV: -8.11
LUMO energy, eV: 0.38
HOMO-LUMO gap, hartree: 0.3120

ORCA input file:
```
! RIJCOSX wB97M-V def2-TZVPD def2/J DEFGRID3
* xyz 0 1
C 1.313 7.241 -0.796
C 1.595 6.724 0.538
O 2.658 5.655 0.532
C 2.268 4.523 0.254
C 3.205 3.719 0.119
C 3.133 2.401 0.035
C 1.841 1.976 -0.076
C 0.841 2.758 -0.357
C 1.077 4.126 -0.077
H 0.130 4.739 0.026
H 0.024 2.353 -0.438
N 1.752 0.521 -0.619
S 2.535 -0.571 0.057
O 3.833 -0.993 -0.771
O 3.046 -0.174 1.330
C 1.724 -2.011 0.422
C 1.495 -3.133 -0.458
O 0.779 -4.008 0.081
N 0.324 -3.721 1.084
C 0.885 -2.408 1.474
C 0.509 -1.527 2.460
H 0.556 -2.164 3.564
H -0.339 -1.114 2.440
H 1.388 -0.826 2.867
C 2.426 -3.552 -2.078
H 2.495 -4.630 -1.896
H 3.058 -2.818 -1.873
H 1.751 -3.320 -2.684
C 1.189 0.171 -1.709
H 0.822 0.967 -2.304
C 0.057 -0.929 -1.810
O -0.212 -1.700 -2.689
N -0.816 -0.634 -0.689
C -2.042 -1.220 -0.220
C -2.375 -2.464 -0.730
C -3.245 -3.360 -0.187
C -4.129 -2.703 0.718
C -3.656 -1.480 1.660
C -2.589 -0.773 0.872
H -2.166 0.222 1.349
H -4.328 -1.073 2.406
C -5.093 -3.351 1.722
H -4.916 -4.293 1.897
H -6.130 -3.478 0.802
H -5.579 -2.798 2.246
C -3.926 -4.650 -0.776
H -3.287 -4.817 -1.563
H -3.878 -5.373 0.036
H -4.776 -4.598 -1.220
H -1.670 -2.858 -1.542
H -0.508 0.138 -0.172
H 1.993 -0.442 -2.435
H 3.949 1.434 -0.164
H 4.289 3.996 0.546
H 0.680 6.467 1.213
H 2.225 7.590 1.274
H 0.850 6.521 -1.508
H 2.277 7.691 -1.342
H 0.684 8.032 -0.837
*
```

=====

[5]
DFT (the ωB97M-V functional and the def2-TZVPD basis) results for one molecule with the formula C23H27N5O4S.

Properties
Highest occupied orbital energy, eV: -8.30
LUMO energy, eV: 0.51
HOMO-LUMO gap, hartree: 0.3238
SMILES: CCOC(=O)CN(C(=O)CSc1nnc(-c2ccncc2)n1CCCOC)c1ccccc1

ORCA input file:
```
! RIJCOSX wB97M-V def2-TZVPD def2/J DEFGRID3
* xyz 0 1
C 1.105 5.564 0.232
C 1.316 4.084 -0.016
H 2.357 3.863 -0.282
H 1.031 3.487 0.859
O 0.472 3.692 -1.108
C 0.465 2.426 -1.450
O 1.180 1.571 -0.983
C -0.572 2.169 -2.552
N -1.571 1.214 -2.104
C -2.560 1.709 -1.303
O -2.774 2.895 -1.200
C -3.413 0.725 -0.511
H -3.856 1.290 0.309
H -4.206 0.289 -1.117
S -2.514 -0.683 0.196
C -1.252 0.195 0.998
N -1.119 1.493 1.019
N -0.009 1.767 1.715
C 0.521 0.642 2.115
N -0.251 -0.411 1.698
C -0.013 -1.825 1.799
H 0.625 -2.015 2.665
C 0.649 -2.367 0.532
C 0.749 -3.894 0.588
O -0.484 -4.539 0.793
C -1.357 -4.509 -0.312
H -1.745 -3.503 -0.508
H -2.185 -5.167 -0.060
H -0.859 -4.879 -1.216
H 1.367 -4.194 1.439
H 1.220 -4.258 -0.337
H 0.058 -2.068 -0.335
H 1.650 -1.946 0.424
H -0.974 -2.328 1.947
C 1.754 0.533 2.882
C 1.821 -0.161 4.088
C 3.037 -0.205 4.751
N 4.135 0.377 4.303
C 4.066 1.045 3.164
C 2.908 1.158 2.413
H 2.884 1.698 1.481
H 4.987 1.510 2.840
H 3.137 -0.732 5.690
H 0.945 -0.629 4.513
C -1.471 -0.117 -2.561
C -0.245 -0.775 -2.535
C -0.141 -2.062 -3.033
C -1.250 -2.703 -3.559
C -2.465 -2.040 -3.606
C -2.576 -0.749 -3.126
H -3.514 -0.222 -3.204
H -3.329 -2.525 -4.036
H -1.167 -3.708 -3.943
H 0.814 -2.566 -3.006
H 0.615 -0.278 -2.112
H -1.069 3.116 -2.777
H -0.073 1.774 -3.439
H 0.058 5.748 0.456
H 1.381 6.142 -0.647
H 1.712 5.882 1.074
*
```

=====

[6]
DFT (the ωB97M-V functional and the def2-TZVPD basis) results for one molecule with the formula C23H27N5O5S.

Properties
Highest occupied orbital energy, eV: -8.10
LUMO energy, eV: 0.01
HOMO-LUMO gap, hartree: 0.2981
SMILES: COCCNC(=O)[C@@H](c1ccc(C)o1)N(C(=O)c1snc(C(N)=O)c1N)c1cc(C)cc(C)c1

ORCA input file:
```
! RIJCOSX wB97M-V def2-TZVPD def2/J DEFGRID3
* xyz 0 1
C 2.559 4.808 -0.447
O 1.312 5.111 0.132
C 0.244 5.227 -0.776
C -0.156 3.896 -1.425
N -0.398 2.910 -0.401
C -1.379 1.999 -0.474
O -2.174 1.924 -1.387
C -1.343 1.019 0.722
C -2.642 0.325 0.927
C -3.531 -0.238 0.062
C -4.572 -0.769 0.861
C -4.246 -0.498 2.156
O -3.070 0.167 2.204
C -4.941 -0.797 3.436
H -4.299 -1.382 4.093
H -5.851 -1.354 3.236
H -5.196 0.127 3.955
H -5.446 -1.282 0.515
H -3.454 -0.255 -1.004
N -0.250 0.063 0.481
C 1.006 0.414 0.845
O 1.232 1.509 1.375
C 2.092 -0.518 0.621
C 3.426 -0.222 0.930
N 3.893 0.937 1.403
H 3.217 1.635 1.680
H 4.872 0.975 1.648
C 4.249 -1.352 0.625
N 3.610 -2.396 0.137
S 2.020 -2.136 -0.005
C 5.706 -1.376 0.855
O 6.313 -0.426 1.325
N 6.296 -2.536 0.506
H 5.734 -3.280 0.131
H 7.287 -2.651 0.632
C -0.570 -1.094 -0.276
C -0.433 -1.074 -1.656
C -0.800 -2.183 -2.406
C -1.308 -3.297 -1.751
C -1.457 -3.327 -0.372
C -1.081 -2.213 0.366
H -1.189 -2.208 1.440
C -2.027 -4.522 0.326
H -2.957 -4.253 0.826
H -1.335 -4.886 1.083
H -2.231 -5.326 -0.377
H -1.602 -4.160 -2.331
C -0.641 -2.164 -3.895
H -1.027 -1.233 -4.305
H -1.165 -2.997 -4.355
H 0.415 -2.233 -4.158
H -0.053 -0.188 -2.142
H -1.083 1.569 1.634
H 0.268 2.874 0.368
H -1.073 4.018 -2.005
H 0.639 3.553 -2.100
H 0.485 5.954 -1.566
H -0.588 5.608 -0.180
H 2.608 3.775 -0.807
H 2.786 5.489 -1.276
H 3.298 4.941 0.341
*
```

=====

[7]
DFT (the ωB97M-V functional and the def2-TZVPD basis) results for C23H28As2BrMoNTe as an isolated structure.

Properties
Highest occupied orbital energy (spin up / spin down), eV: -19.05 / -19.05
LUMO energy (spin up / spin down), eV: -15.14 / -14.53
HOMO-LUMO gap (spin up / spin down), hartree: 0.1437 / 0.1663
<S²>: 2.290

ORCA input file:
```
! RIJCOSX wB97M-V def2-TZVPD def2/J DEFGRID3
* xyz 4 3
Mo -0.635 0.154 0.790
C 0.533 4.068 0.908
As -0.518 2.607 0.199
C -2.336 2.947 0.844
C -0.639 2.751 -1.724
C -0.264 3.925 -2.365
C -0.460 4.051 -3.735
C -1.017 3.004 -4.457
C -1.381 1.826 -3.816
C -1.187 1.685 -2.449
As -1.664 0.025 -1.556
C -3.582 -0.137 -1.871
C -0.926 -1.373 -2.688
H -0.009 4.985 0.671
H 1.523 4.094 0.457
H 0.620 3.982 1.990
H -2.691 3.860 0.360
H -2.331 3.107 1.922
H -3.022 2.139 0.587
H 0.169 4.748 -1.811
H -0.178 4.968 -4.234
H -1.157 3.101 -5.526
H -1.822 1.024 -4.398
H -3.733 -0.057 -2.947
H -4.135 0.662 -1.381
H -3.947 -1.111 -1.543
H -1.243 -1.193 -3.714
H -1.302 -2.347 -2.376
H 0.161 -1.361 -2.648
Br 0.068 0.528 3.436
C -1.716 -0.196 3.408
C -2.426 -0.497 4.535
C -3.719 -0.998 4.343
C -4.214 -1.159 3.052
C -3.416 -0.831 1.976
N -2.160 -0.350 2.146
H -2.005 -0.348 5.521
H -4.327 -1.256 5.203
H -5.213 -1.537 2.880
H -3.763 -0.945 0.958
C 3.133 -1.370 1.749
Te 1.735 -0.826 0.175
C 2.410 -2.657 -0.785
C 3.683 -3.015 -0.067
C 4.497 -4.008 -0.596
C 5.692 -4.316 0.041
C 6.077 -3.643 1.194
C 5.280 -2.634 1.712
C 4.067 -2.341 1.099
H 2.515 -1.829 2.526
H 3.622 -0.479 2.145
H 2.565 -2.417 -1.839
H 1.629 -3.419 -0.699
H 4.222 -4.527 -1.505
H 6.347 -5.059 -0.394
H 7.000 -3.904 1.692
H 5.592 -2.102 2.603
*
```

=====

Let's list energy relative to the best compared isomer or geometry (same formula, charge and spin) in order: 0.0; 144.1; 77.6; 2490.6; 142.5; 0.0; 15.9 kJ/mol.
Let's list largest force on an atom in order: 6.98; 0.54; 0.67; 19.01; 1.25; 0.96; 1.53 eV/A.
Let's list E_tot in order: -97460.8887; -242115.7471; -32856.1428; -49809.4539; -50765.0024; -52814.0611; -226620.0698 eV.